1.
The following is a quantum chemistry calculation of a molecular structure, C4H12N2O, from the Open Molecules 2025 dataset.

Structure (ORCA input):
```
! RIJCOSX wB97M-V def2-TZVPD def2/J DEFGRID3
* xyz 0 1
N 0.308 -0.026 1.736
C -0.220 1.610 1.121
C -0.435 1.566 -0.407
N 0.273 0.550 -1.161
C -0.494 -0.775 -1.101
C 0.509 -1.938 -1.087
O 0.404 -2.703 0.115
H 0.891 0.431 2.448
H -0.602 0.443 1.636
H 0.702 2.093 1.367
H -0.996 2.200 1.602
H -1.506 1.444 -0.559
H -0.159 2.572 -0.727
H 1.045 0.346 -0.524
H -1.047 -0.824 -0.190
H -1.027 -0.679 -2.046
H 0.272 -2.728 -1.806
H 1.478 -1.473 -1.251
H 0.605 -2.108 0.832
*
```

As for the total energy: -9365.835 eV.

***

2.
The following is a quantum chemistry calculation of C4H9NO2 in the gas phase, from the Open Molecules 2025 dataset.

Structure (ORCA input):
```
! RIJCOSX wB97M-V def2-TZVPD def2/J DEFGRID3
* xyz 0 1
N 2.044 0.551 0.641
C 1.118 -0.298 0.855
O 0.727 -0.477 2.127
C 0.333 -1.134 -0.129
C -1.095 -0.618 -0.379
C -1.141 0.796 -0.960
O -0.824 1.796 -0.016
H 2.316 0.603 -0.336
H 1.308 0.122 2.629
H 0.879 -1.149 -1.079
H 0.289 -2.162 0.247
H -1.584 -1.309 -1.079
H -1.672 -0.635 0.552
H -0.487 0.853 -1.848
H -2.157 1.019 -1.301
H 0.113 1.719 0.213
*
```

The SMILES is [H]/N=C(/O)CCCO. As for the total energy: -9878.976 eV.

***

3.
The following is a quantum chemistry calculation of C4H7NS in the gas phase, from the Open Molecules 2025 dataset.

Structure (ORCA input):
```
! RIJCOSX wB97M-V def2-TZVPD def2/J DEFGRID3
* xyz 0 1
C -0.125 -0.302 -0.008
C -0.512 1.078 0.226
C -0.102 1.833 1.558
C 0.306 -2.023 -1.393
N -0.280 -0.797 -1.161
S -0.983 2.127 -0.965
H 0.233 -1.040 0.834
H 1.026 2.273 1.326
H -0.691 2.664 1.753
H -0.151 1.106 2.391
H -0.500 -2.539 -1.907
H 1.064 -1.751 -2.088
H 0.714 -2.628 -0.567
*
```

The SMILES is C/N=C/C(C)=S. As for the total energy: -16584.370 eV.

***

4.
The following is a quantum chemistry calculation of 4 unconnected molecules or ions with the total composition C25H51BrN4O, from the Open Molecules 2025 dataset.

Structure (ORCA input):
```
! RIJCOSX wB97M-V def2-TZVPD def2/J DEFGRID3
* xyz 0 1
O 4.679 -1.779 0.486
C 5.536 -0.924 0.308
C 5.267 0.556 0.485
C 3.921 0.737 1.097
N 3.832 0.519 2.404
N 2.636 0.603 2.945
C 1.621 0.906 2.138
C 0.252 0.906 2.724
C -0.404 -0.469 2.519
C -1.167 -0.507 1.215
Br -2.045 -2.255 1.074
N 1.722 1.159 0.838
N 2.923 1.068 0.294
H 6.538 -1.223 -0.043
H 5.290 1.024 -0.490
H 6.040 0.987 1.109
H 0.291 1.197 3.763
H -0.319 1.659 2.192
H 0.360 -1.237 2.457
H -1.051 -0.744 3.339
H -1.925 0.261 1.170
H -0.511 -0.433 0.363
C -6.435 4.158 -1.447
C -5.451 2.998 -1.574
C -4.831 2.577 -0.243
C -3.996 3.655 0.447
C -2.836 4.195 -0.388
C -1.801 3.133 -0.745
H -5.948 5.064 -1.083
H -6.882 4.392 -2.414
H -7.244 3.907 -0.758
H -4.669 3.258 -2.293
H -5.977 2.136 -1.993
H -4.217 1.685 -0.405
H -5.632 2.269 0.437
H -3.598 3.244 1.381
H -4.643 4.487 0.739
H -2.344 4.991 0.179
H -3.214 4.662 -1.301
H -1.387 2.676 0.158
H -0.973 3.573 -1.302
H -2.227 2.340 -1.362
C 5.928 -1.290 4.434
C 7.192 -1.586 5.237
C 8.477 -1.346 4.447
C 8.632 -2.212 3.196
C 8.580 -3.718 3.445
C 9.696 -4.221 4.356
H 5.837 -1.945 3.566
H 5.039 -1.436 5.048
H 5.921 -0.258 4.083
H 7.162 -2.616 5.605
H 7.208 -0.948 6.125
H 9.335 -1.498 5.107
H 8.514 -0.293 4.146
H 9.586 -1.964 2.719
H 7.856 -1.948 2.471
H 8.652 -4.229 2.482
H 7.610 -3.996 3.864
H 10.676 -3.978 3.942
H 9.641 -5.304 4.471
H 9.632 -3.783 5.353
C -5.989 -1.856 -7.453
C -6.544 -2.283 -6.097
C -7.187 -1.140 -5.315
C -6.240 0.007 -4.957
C -5.011 -0.404 -4.148
C -5.350 -1.004 -2.788
H -5.189 -1.121 -7.349
H -5.578 -2.713 -7.990
H -6.773 -1.418 -8.074
H -5.749 -2.745 -5.506
H -7.297 -3.060 -6.253
H -7.633 -1.543 -4.402
H -8.017 -0.733 -5.900
H -6.802 0.756 -4.391
H -5.911 0.508 -5.872
H -4.389 0.482 -3.993
H -4.399 -1.107 -4.720
H -5.933 -0.302 -2.188
H -4.439 -1.238 -2.236
H -5.923 -1.927 -2.883
*
```

The SMILES is O=CCc1nnc(CCCBr)nn1.CCCCCC.CCCCCC.CCCCCC. As for the total energy: -104801.200 eV.

***

5.
The following is a quantum chemistry calculation of a molecular structure, H2N5O2, from the Open Molecules 2025 dataset.

Structure (ORCA input):
```
! RIJCOSX wB97M-V def2-TZVPD def2/J DEFGRID3
* xyz -1 1
N -0.576 -1.592 -0.366
N 0.309 -0.762 0.114
N -0.069 0.608 -0.148
N -2.007 -0.579 0.031
N -1.516 0.597 -0.050
O -3.208 -0.886 0.116
O -2.107 1.714 -0.053
H 0.477 -0.792 1.147
H 0.135 0.865 -1.121
*
```

As for the total energy: -11570.862 eV.

***

6.
The following is a quantum chemistry calculation of 9 unconnected molecules or ions with the total composition C30H84N6O9, from the Open Molecules 2025 dataset.

Structure (ORCA input):
```
! RIJCOSX wB97M-V def2-TZVPD def2/J DEFGRID3
* xyz -1 2
C 1.957 3.999 -3.576
C 1.818 5.512 -3.867
O 0.874 5.591 -4.866
H 2.763 3.948 -2.844
H 2.466 3.443 -4.363
H 1.155 3.377 -3.178
H 2.760 5.907 -4.246
H 1.511 6.033 -2.960
H 1.006 6.401 -5.365
C 3.230 -2.395 -0.993
C 4.257 -3.437 -1.392
O 4.186 -3.604 -2.798
H 3.304 -1.450 -1.531
H 3.264 -2.233 0.084
H 2.226 -2.810 -1.083
H 4.082 -4.433 -0.984
H 5.264 -3.096 -1.152
H 4.730 -4.296 -3.181
C -3.617 1.636 -1.903
C -4.279 2.857 -2.637
O -4.854 2.232 -3.789
H -4.302 1.046 -1.294
H -2.783 2.018 -1.314
H -3.224 0.945 -2.649
H -3.590 3.668 -2.871
H -4.998 3.325 -1.966
H -5.263 1.388 -3.583
C -2.655 0.435 4.484
C -1.587 0.217 5.540
C -0.379 -0.686 5.081
O -0.883 -1.944 4.517
C 0.182 -2.729 4.118
N -1.048 1.478 6.014
H -3.044 -0.480 4.037
H -2.380 1.004 3.596
H -3.555 0.849 4.940
H -2.083 -0.343 6.333
H 0.259 -1.029 5.896
H 0.241 -0.231 4.309
H 0.943 -2.155 3.589
H -0.317 -3.387 3.406
H 0.673 -3.196 4.972
H -0.272 1.167 6.581
H -1.825 1.795 6.575
C -4.424 -3.964 -3.030
C -3.289 -4.001 -1.976
C -3.575 -2.897 -0.972
O -2.679 -3.097 0.183
C -2.700 -2.001 1.070
N -3.636 -5.213 -1.245
H -4.134 -4.593 -3.872
H -4.633 -2.968 -3.421
H -5.367 -4.394 -2.694
H -2.230 -3.945 -2.228
H -4.635 -2.924 -0.717
H -3.236 -1.977 -1.449
H -3.698 -1.756 1.433
H -2.236 -1.091 0.688
H -2.081 -2.253 1.931
H -3.377 -5.190 -0.269
H -4.645 -5.242 -1.249
C -0.346 -2.688 -5.337
C 0.332 -3.240 -6.573
C -0.865 -3.955 -7.429
O -0.365 -4.850 -8.411
C -1.402 -5.608 -9.085
N 0.949 -2.163 -7.372
H -1.251 -2.128 -5.570
H 0.337 -1.883 -5.065
H -0.496 -3.463 -4.585
H 1.075 -3.914 -6.147
H -1.582 -3.255 -7.859
H -1.433 -4.526 -6.695
H -1.620 -5.095 -10.021
H -2.324 -5.512 -8.512
H -1.136 -6.665 -9.100
H 0.348 -1.825 -8.110
H 1.767 -2.529 -7.839
C 0.959 3.208 0.353
C -0.286 2.318 0.006
C 0.170 1.117 -0.818
O -0.800 0.356 -1.455
C -0.253 -0.831 -1.997
N -0.900 1.803 1.230
H 1.671 2.739 1.033
H 0.560 4.178 0.649
H 1.549 3.462 -0.528
H -0.933 2.847 -0.693
H 0.709 0.446 -0.150
H 0.783 1.452 -1.655
H -1.081 -1.517 -2.177
H 0.528 -1.385 -1.477
H 0.029 -0.653 -3.035
H -0.218 1.383 1.846
H -1.546 1.075 0.959
C 1.837 4.722 3.684
C 0.888 3.897 4.492
C -0.599 4.476 4.483
O -0.714 5.857 4.799
C -0.656 5.988 6.206
N 0.959 2.536 4.042
H 1.789 4.735 2.595
H 2.885 4.494 3.876
H 1.801 5.708 4.149
H 1.300 3.937 5.501
H -1.381 3.956 5.037
H -0.951 4.305 3.466
H 0.337 5.703 6.553
H -1.454 5.517 6.781
H -0.687 7.069 6.337
H 0.660 2.593 3.079
H 0.242 2.023 4.534
C 2.976 0.156 1.838
C 4.200 -0.191 2.630
C 4.113 -1.280 3.811
O 3.116 -1.053 4.879
C 3.194 0.145 5.616
N 5.080 -0.805 1.627
H 3.233 0.966 1.156
H 2.323 0.567 2.608
H 2.618 -0.734 1.322
H 4.665 0.689 3.075
H 5.082 -1.575 4.214
H 3.730 -2.217 3.408
H 3.193 0.959 4.890
H 4.098 0.325 6.197
H 2.206 0.272 6.060
H 5.353 -0.150 0.908
H 5.999 -1.122 1.899
*
```

Its expectation value of S² is 0.7503. As for the total energy: -59831.326 eV.

***

7.
The following is a quantum chemistry calculation of 13 unconnected molecules or ions with the total composition CH27NO14, from the Open Molecules 2025 dataset.

Structure (ORCA input):
```
! RIJCOSX wB97M-V def2-TZVPD def2/J DEFGRID3
* xyz 0 1
N -3.375 -1.245 1.627
H -3.567 -2.227 1.005
H -3.659 -0.511 0.767
H -2.539 -1.051 2.038
H -4.053 -1.409 2.217
C -0.245 0.126 -0.082
O -1.220 -0.395 -0.648
O 0.669 -0.543 0.525
O -0.006 1.432 -0.193
H 0.405 -1.540 0.612
O -0.262 -0.841 -3.047
H -0.643 -0.158 -3.365
H -0.790 -0.583 -2.323
O -3.294 0.896 -2.061
H -2.537 0.652 -1.720
H -3.600 1.510 -1.516
O 1.269 -0.590 3.261
H 0.822 -1.264 2.782
H 1.423 0.144 2.647
O -0.251 -2.691 2.150
H -0.069 -3.063 2.959
H 0.187 -3.159 1.502
O 3.508 0.257 0.056
H 3.918 0.472 -0.689
H 2.600 0.028 0.203
O -1.712 2.772 0.841
H -1.294 2.016 0.467
H -2.261 3.139 0.192
O 1.279 -3.511 0.077
H 1.336 -2.994 -0.718
H 2.138 -3.797 0.415
O 1.698 1.666 -2.229
H 2.369 1.781 -1.552
H 0.954 1.512 -1.678
O 1.352 2.139 2.021
H 1.007 1.740 1.188
H 2.097 2.482 1.708
O -0.027 3.996 -1.210
H 0.604 3.378 -1.505
H -0.518 3.380 -0.612
O 2.128 -1.583 -1.890
H 2.798 -1.089 -2.036
H 1.366 -1.268 -2.181
*
```

As for the total energy: -31625.682 eV.

***

8.
The following is a quantum chemistry calculation of 8 unconnected molecules or ions with the total composition FH14O7, from the Open Molecules 2025 dataset.

Structure (ORCA input):
```
! RIJCOSX wB97M-V def2-TZVPD def2/J DEFGRID3
* xyz -1 1
F 0.130 -0.016 -0.051
O -2.381 1.082 1.229
H -1.592 0.947 0.678
H -2.781 0.209 1.284
O 2.464 -0.077 1.317
H 1.654 0.017 0.773
H 2.676 -1.013 1.260
O -0.330 -1.556 2.268
H -0.984 -2.224 2.041
H -0.354 -0.929 1.513
O 1.277 2.542 1.076
H 1.457 2.890 0.199
H 0.835 1.695 0.911
O 0.660 -2.627 -0.727
H 0.626 -1.688 -0.430
H 1.366 -3.021 -0.208
O -2.232 -0.126 -1.804
H -1.776 -0.349 -0.982
H -1.523 0.305 -2.306
O -0.109 1.367 -2.772
H 0.644 1.446 -3.365
H 0.274 1.128 -1.906
*
```

As for the total energy: -17280.614 eV.

***

In eV/A, the F_max values for the records above are, in order, 3.64 0.37 4.34 1.86 2.21 3.36 11.19 0.58.